No. 1
Density functional theory data (ωB97M-V with the def2-TZVPD basis set) for a molecular structure, B4CuF16 in a non-equilibrium geometry.

```
21
Properties=species:S:1:pos:R:3:forces:R:3:lowdin_spin:R:1
Cu -0.076 -0.165 -0.407 0.1550 0.4363 2.2780 0.904
B -1.527 -0.603 -2.277 -2.9188 -0.0259 -0.1336 0.000
F -2.270 -0.658 -3.436 0.0049 -0.5871 -0.0090 0.001
F -1.686 -1.629 -1.333 -0.1421 -0.9205 -0.3607 0.000
F -0.213 -0.454 -2.491 3.4727 -0.2392 -1.3016 0.000
F -1.854 0.537 -1.548 -0.4992 0.8410 0.8435 0.035
B 0.981 2.401 -0.493 -0.4142 1.1989 1.8311 0.000
F 0.991 2.433 0.850 -0.0228 0.8001 3.4743 0.000
F 1.554 3.506 -0.982 0.9772 1.9008 -1.6208 0.000
F 1.688 1.280 -0.746 1.0308 -3.3863 -2.2781 0.011
F -0.332 2.265 -0.831 -1.5199 -0.4167 -1.4395 -0.001
B -1.521 -0.096 2.179 1.4003 -1.0780 1.3393 0.000
F -2.544 -0.531 2.970 -1.2683 -0.1267 0.7638 0.001
F -1.036 -1.194 1.440 0.7641 -1.5198 -1.4073 0.018
F -1.913 0.728 1.191 -0.5589 2.3066 -1.0917 0.000
F -0.453 0.322 2.983 -0.3816 0.6719 -0.0388 0.000
B 2.082 -1.637 0.564 0.6861 -0.8937 2.0728 0.000
F 1.315 -2.008 -0.483 -1.5111 -0.2650 -3.0212 -0.001
F 3.306 -1.170 0.254 1.7660 -0.0035 -0.8178 0.000
F 1.407 -0.606 1.171 -1.6325 2.0536 0.2407 0.033
F 2.100 -2.720 1.425 0.6124 -0.7470 0.6764 0.000
```
Forces are in eV/Å.

Its multiplicity is 2. As for the total charge: -2. As for the energy relative to the best compared isomer or geometry (same formula, charge and spin): 56.25 kcal per mole. The expectation value of S² is 0.7510.

=====

No. 2
Density functional theory data (ωB97M-V with the def2-TZVPD basis set) for 2 unconnected molecules or ions with the total composition C4H12 in a non-equilibrium geometry.

```
16
Properties=species:S:1:pos:R:3:forces:R:3:lowdin_spin:R:1
C -1.263 -2.334 -0.934 0.2496 0.0387 -0.9541 0.144
C -0.828 -1.143 -1.804 -0.7256 0.8913 0.0745 0.231
H -0.938 -3.267 -1.408 0.0592 0.0208 0.0899 0.016
H -0.786 -2.293 0.037 -0.2924 0.0039 0.3920 0.029
H -2.353 -2.392 -0.903 0.0718 0.0142 0.4465 0.015
H -1.622 -0.383 -1.915 -0.3196 -0.5930 -0.2333 0.044
H -0.504 -1.440 -2.798 0.1238 0.0571 -0.0618 0.030
H -0.116 -0.461 -1.357 0.7881 -0.4905 0.2198 0.032
C 1.343 2.105 0.781 0.1098 0.1521 0.9434 0.176
C 0.741 1.308 1.960 0.3494 0.1710 0.0957 0.150
H 0.901 3.099 0.783 -0.2541 0.0325 -0.5616 0.018
H 2.406 2.294 0.921 0.2190 -0.1203 0.0952 0.017
H 1.249 1.584 -0.165 -0.2270 0.1124 -0.2441 0.037
H 0.098 0.514 1.586 -0.0566 -0.0905 0.0631 0.030
H 0.145 1.940 2.633 0.0556 -0.0581 -0.2173 0.014
H 1.529 0.868 2.583 -0.1513 -0.1415 -0.1479 0.017
```
Forces are in eV/Å.

Its multiplicity is 2. As for the total charge: -1. As for the energy relative to the best compared isomer or geometry (same formula, charge and spin): 9.28 kcal per mole. The expectation value of S² is 0.7503.

=====

No. 3
Density functional theory data (ωB97M-V with the def2-TZVPD basis set) for a molecular structure, C23H19BrIN2O8STa.

```
56
Properties=species:S:1:pos:R:3:forces:R:3:nbo_charge:R:1
Ta 0.543 0.589 -0.204 0.9137 0.2807 -0.2371 2.257
N 2.985 0.430 -0.779 -0.1113 -0.0747 0.0277 -0.809
C 3.346 1.425 -1.831 0.0973 0.0286 -0.1413 -0.221
C 3.433 2.832 -1.266 0.0975 0.1050 0.1194 -0.551
C 2.195 3.247 -0.526 -0.2001 -0.3119 -0.0690 0.824
O 1.978 4.181 0.157 0.1714 0.0772 -0.0711 -0.451
O 1.192 2.265 -0.685 -0.7515 -0.1268 0.3405 -0.806
H 3.705 0.457 -0.058 -0.0456 0.0241 0.0413 0.398
H 3.070 -0.492 -1.197 0.1067 -0.0047 0.0495 0.406
H 2.591 1.362 -2.613 -0.0035 -0.0006 0.0064 0.229
H 4.305 1.166 -2.281 -0.0104 -0.0490 0.0414 0.232
H 3.615 3.552 -2.066 -0.0338 -0.0066 -0.0052 0.292
H 4.271 2.946 -0.573 0.0056 -0.0059 -0.0103 0.261
O -1.393 3.287 -1.536 -0.0800 -0.0078 -0.0685 -0.482
C -1.925 2.235 -1.360 0.2735 0.0346 -0.2013 0.676
N -1.196 0.989 -1.306 -0.0918 0.0809 0.1418 -1.007
S -2.136 -0.191 -0.650 0.0007 0.2183 0.1363 2.270
O -1.355 -0.280 0.647 0.4205 -0.2990 -0.3086 -0.934
O -2.263 -1.427 -1.333 0.0527 -0.0047 -0.0612 -0.828
C -3.622 0.708 -0.602 0.0827 -0.0810 0.1548 -0.269
C -4.887 0.259 -0.276 0.0166 -0.0125 0.0092 -0.177
C -5.921 1.174 -0.428 0.0182 0.0128 -0.0106 -0.157
C -5.677 2.464 -0.899 -0.0340 -0.0020 0.0050 -0.147
C -4.397 2.886 -1.233 0.0284 -0.0431 0.0146 -0.137
C -3.361 1.980 -1.083 -0.0787 0.1864 0.0650 -0.156
H -5.063 -0.750 0.069 -0.0193 0.0014 0.0088 0.257
H -6.933 0.879 -0.188 0.0007 -0.0132 0.0057 0.251
H -6.507 3.148 -1.014 -0.0045 -0.0014 0.0001 0.250
H -4.206 3.882 -1.609 0.0202 -0.0004 -0.0006 0.259
O 1.093 -2.336 -3.826 0.0020 0.0277 -0.0889 -0.629
C 1.207 -3.337 -2.947 -0.0064 -0.0528 0.0570 0.411
C 1.332 -4.667 -3.343 0.0038 0.0366 -0.0057 -0.306
C 1.463 -5.661 -2.397 -0.0028 0.0143 -0.0096 -0.076
C 1.474 -5.373 -1.027 0.0050 -0.0362 0.0241 -0.248
C 1.348 -4.074 -0.619 0.0007 0.0146 0.0080 -0.103
C 1.210 -3.033 -1.566 0.0146 0.0624 -0.0627 -0.254
C 1.040 -1.709 -1.076 -0.1843 0.0028 -0.0496 0.780
O 0.852 -0.647 -1.815 -0.4658 -0.0082 0.0665 -0.701
O 1.046 -1.404 0.180 0.1592 -0.0781 0.1417 -0.724
H 1.082 -2.676 -4.732 -0.0010 -0.0045 0.0767 0.506
H 1.329 -4.911 -4.399 -0.0019 0.0004 -0.0033 0.238
H 1.558 -6.688 -2.726 0.0016 -0.0019 -0.0056 0.244
H 1.576 -6.171 -0.306 -0.0017 0.0081 0.0102 0.246
H 1.340 -3.819 0.432 0.0016 -0.0097 0.0018 0.239
Br 2.201 0.657 2.142 -0.3961 0.0313 0.1689 0.246
C 1.111 0.806 3.723 0.0071 0.0105 -0.0887 -0.121
C 1.541 0.140 4.854 0.1388 -0.0736 -0.1034 -0.153
C 0.788 0.246 6.012 -0.1118 0.0654 0.0348 -0.184
C -0.378 0.997 6.019 0.0847 -0.0653 0.0158 -0.159
C -0.799 1.652 4.872 -0.0804 0.0754 -0.0762 -0.212
C -0.046 1.564 3.710 -0.1281 0.0969 -0.1458 -0.201
I -0.641 2.638 2.011 0.1116 -0.1204 0.0461 0.444
H 2.447 -0.449 4.835 -0.0024 0.0019 0.0032 0.240
H 1.117 -0.264 6.907 0.0042 -0.0075 0.0008 0.251
H -0.969 1.077 6.921 0.0008 0.0019 0.0029 0.251
H -1.709 2.236 4.885 0.0053 0.0032 -0.0014 0.248
```
Forces are in eV/Å.

As for the total charge: +2.

=====

No. 4
Density functional theory data (ωB97M-V with the def2-TZVPD basis set) for a molecular structure, C36H41BFeO4S in a non-equilibrium geometry.

```
84
Properties=species:S:1:pos:R:3:forces:R:3:lowdin_spin:R:1
C 6.674 2.637 -1.122 -0.2354 -0.3458 -0.4554 0.003
O 5.980 1.983 -2.211 0.5546 -0.2896 0.2785 0.075
C 5.470 0.741 -1.967 -0.3737 0.2606 0.6071 0.155
C 4.623 0.172 -2.952 -0.0936 0.0238 0.2418 -0.010
C 3.699 -0.787 -2.585 0.4952 0.2322 -0.6800 0.109
C 3.608 -1.216 -1.237 -1.6992 -1.5338 1.1771 0.083
B -1.640 -0.209 1.527 3.1479 -1.9048 -1.9120 0.000
C 2.480 -1.967 -0.711 2.6548 1.4320 -3.0784 0.381
C 2.332 -2.346 0.631 -1.3906 -2.3506 3.3920 0.320
C 1.481 -3.463 0.821 1.7023 1.8369 0.2268 0.062
C 0.994 -3.973 -0.374 -0.2908 -0.1560 0.0888 0.368
C 0.320 -5.274 -0.577 0.0640 -0.1972 -0.0573 0.062
S 1.458 -2.972 -1.714 -0.3394 0.0298 -1.2878 0.156
O -1.527 0.227 2.803 -0.6069 -0.2694 0.0153 0.002
C -2.550 -0.494 3.560 -0.2795 0.1846 -0.0889 0.000
C -1.873 -1.004 4.817 0.0462 -0.2866 0.1412 0.000
C -3.622 0.508 3.940 -0.3005 0.1519 0.0635 0.000
C -3.079 -1.608 2.547 -0.1145 -0.1179 -0.1435 0.000
C -2.509 -3.000 2.801 0.2032 -0.1392 0.1394 0.000
C -4.579 -1.762 2.370 -0.4198 0.1982 0.3631 0.000
O -2.604 -1.154 1.270 0.2181 0.3430 0.6569 0.000
C 4.657 -0.839 -0.351 0.4129 0.3258 0.0583 0.140
C 5.592 0.114 -0.709 -0.3317 0.1830 -0.0020 -0.001
H 7.018 3.578 -1.546 0.0242 -0.0693 0.0967 0.000
H 5.997 2.833 -0.275 0.1230 -0.1468 -0.3043 0.001
H 7.530 2.038 -0.779 -0.1962 0.2339 -0.1451 0.001
H 4.682 0.569 -3.966 -0.1724 -0.0855 0.2528 -0.002
H 3.027 -1.211 -3.334 0.1185 0.1805 0.1935 0.007
H 2.839 -1.850 1.450 -0.1861 -0.0018 -0.0881 0.018
H 1.275 -3.921 1.784 0.0766 0.0872 -0.1209 -0.003
H 0.328 -5.837 0.363 -0.1058 0.0676 -0.1964 0.000
H -0.716 -5.174 -0.928 0.1976 -0.0210 0.0124 0.019
H 0.887 -5.848 -1.325 -0.2618 -0.0333 0.0955 0.015
H -2.585 -1.565 5.435 0.1504 0.0794 -0.0987 0.000
H -1.022 -1.651 4.580 -0.1751 0.1688 0.0910 0.000
H -1.514 -0.148 5.400 -0.0412 -0.1910 -0.1437 0.000
H -4.383 0.014 4.556 0.0483 0.1705 -0.1446 0.000
H -3.176 1.318 4.529 -0.0567 -0.1607 -0.1455 0.000
H -4.105 0.945 3.057 0.1189 -0.1079 0.1959 0.000
H -2.904 -3.396 3.746 0.1551 0.0288 -0.1842 0.000
H -2.826 -3.671 1.990 0.1345 0.2256 0.1945 0.000
H -1.412 -3.002 2.848 -0.2409 0.0270 -0.0479 0.000
H -5.043 -2.142 3.288 -0.0492 0.1092 -0.1424 0.000
H -5.058 -0.821 2.074 0.1176 -0.2331 0.1395 0.000
H -4.757 -2.491 1.569 0.0846 0.1805 0.1960 0.000
H 4.722 -1.277 0.640 -0.0782 0.0294 -0.1553 0.011
H 6.340 0.448 0.016 -0.3647 -0.1929 -0.2994 -0.002
C -5.971 0.833 -2.613 0.8262 -0.1912 -0.3529 0.000
O -4.801 0.221 -3.211 -0.4781 0.4386 -0.0636 0.000
C -3.616 0.368 -2.562 0.7157 0.0718 0.6505 0.000
C -2.569 -0.538 -2.867 -1.0710 0.4413 0.0449 0.001
C -1.511 -0.689 -1.988 0.3627 0.5069 0.6545 0.003
C -1.417 0.095 -0.825 -0.4516 0.0281 -0.6149 0.000
C -0.407 -0.152 0.293 -2.8335 1.7268 1.4508 0.004
C 0.456 1.057 0.534 0.3413 1.0012 1.1448 0.002
C 1.899 1.109 0.448 0.3898 0.3852 1.3631 0.021
C 2.364 2.437 0.775 -0.2095 -1.1950 2.2858 0.055
C 1.199 3.240 1.088 -0.1433 -1.0891 1.1179 -0.010
C 0.034 2.381 0.968 0.5715 -0.9784 2.2144 0.074
Fe 1.074 2.490 -0.727 -1.0390 -0.5262 0.1656 1.701
C 0.220 3.793 -1.946 0.0628 -0.3330 -1.7732 0.028
C 0.006 2.444 -2.417 0.3064 1.0008 -1.4384 0.042
C 1.293 1.798 -2.564 0.4124 1.1908 -1.0983 -0.004
C 2.316 2.774 -2.233 -0.4062 0.9992 -2.8983 0.067
C 1.652 4.003 -1.852 0.4831 -0.4770 -1.3823 0.002
C -2.392 1.098 -0.636 0.7323 -0.2722 -0.2176 0.001
C -3.427 1.308 -1.523 -0.5100 -0.8399 -0.4927 0.000
H -6.800 0.409 -3.179 -0.0279 0.1752 0.1433 0.000
H -6.055 0.580 -1.543 0.0958 -0.0038 -0.3542 0.000
H -5.937 1.925 -2.726 -0.1154 -0.2645 -0.0058 0.000
H -2.665 -1.152 -3.761 -0.0450 -0.0101 0.2775 0.000
H -0.745 -1.446 -2.159 -0.2177 0.1918 -0.0906 0.004
H 0.147 -1.090 0.190 -0.2345 0.2396 0.1234 0.005
H 2.513 0.236 0.282 -0.1228 0.4694 -0.3111 0.007
H 3.412 2.713 0.855 -0.3618 0.1843 -0.2256 0.007
H 1.201 4.270 1.431 -0.0379 -0.2424 -0.2686 -0.002
H -0.977 2.628 1.270 0.2926 0.2993 -0.2748 0.008
H -0.555 4.538 -1.793 0.2507 -0.1754 0.1688 0.004
H -0.946 2.029 -2.724 0.1707 -0.1069 0.3561 0.005
H 1.459 0.802 -2.970 -0.0640 0.2721 0.4000 -0.001
H 3.386 2.636 -2.345 -0.1894 -0.0594 0.3035 0.007
H 2.141 4.946 -1.621 -0.1242 -0.3392 0.2285 -0.001
H -2.372 1.737 0.248 0.1379 -0.1158 -0.2260 0.000
H -4.138 2.115 -1.345 0.0864 -0.3586 0.0000 0.000
```
Forces are in eV/Å.

Its multiplicity is 5. The expectation value of S² is 6.0800.

=====

No. 5
Density functional theory data (ωB97M-V with the def2-TZVPD basis set) for a molecular structure, Cl3F4N2O8S4Y in a non-equilibrium geometry.

```
22
Properties=species:S:1:pos:R:3:forces:R:3:nbo_charge:R:1
Y -0.078 -1.419 -0.493 -0.0830 -0.6897 -0.3223 1.825
Cl 4.346 -1.968 1.804 -0.7720 0.0991 -0.3727 -0.608
Cl -4.198 -0.195 -2.976 0.7364 -0.1985 0.4508 -0.602
Cl -0.427 -5.878 -2.153 0.0901 0.9670 0.3685 -0.622
N 2.390 1.483 -3.458 0.7705 4.0581 -0.9139 -1.014
S 2.477 3.192 -3.864 -3.2973 3.9809 3.2352 2.285
O 1.581 3.540 -4.938 1.0154 -0.6256 0.5585 -0.878
O 3.620 4.063 -3.602 -1.2276 -2.0887 -0.8691 -0.849
F 1.618 3.542 -2.533 -0.2108 -0.0850 -0.2473 -0.530
S 3.540 1.295 -4.480 5.3752 -5.6851 -3.3571 2.334
O 4.895 1.750 -4.152 -2.2164 -0.0426 -0.2038 -0.899
O 3.220 1.241 -5.901 -0.2010 1.1424 1.4405 -0.912
F 3.705 -0.272 -4.221 -0.1627 -0.8169 0.5269 -0.535
N -2.425 -1.420 3.618 -1.4477 4.1885 2.7458 -1.039
S -3.023 -0.001 4.452 1.0191 5.1773 -1.6445 2.283
O -2.169 0.616 5.488 -2.0121 -2.2530 -1.2068 -0.872
O -4.463 0.269 4.380 2.0276 -1.6072 1.1922 -0.870
F -2.579 0.935 3.264 0.5665 0.5012 -1.4224 -0.530
S -3.018 -2.299 4.761 -0.5638 -6.9038 0.8581 2.370
O -4.305 -2.882 4.422 0.9296 1.0446 0.7085 -0.920
O -2.697 -2.117 6.168 -0.7257 1.0387 -1.4535 -0.885
F -2.010 -3.476 4.414 0.3899 -1.2017 -0.0716 -0.533
```
Forces are in eV/Å.

As for the total charge: -2. As for the energy relative to the best compared isomer or geometry (same formula, charge and spin): 115.49 kcal per mole.

=====

| no. | E_tot (eV) |
| --- | --- |
| 1 | -90850.807 |
| 2 | -4340.634 |
| 3 | -134037.917 |
| 4 | -92081.225 |
| 5 | -112170.892 |